A:
A 2-piece molecular cluster, C5H16N2O overall, computed with the ωB97M-V functional and the def2-TZVPD basis.

Properties
LUMO   0.61 eV
HOMO   -0.3133 Ha
SMILES   CCNC[C@H](C)N.O

Structure (XYZ):
```
24
Properties=species:S:1:pos:R:3:mulliken_charge:R:1
H -0.6665 -2.5429 0.8025 0.38
O 4.9251 -2.6871 0.3712 -0.65
H -1.3726 1.8536 -0.9006 0.35
H -0.4939 -2.1124 2.3949 0.33
C 0.1816 2.7451 -2.2500 -0.95
C -1.0378 -0.4923 1.2639 0.70
H -0.1438 -0.8050 -0.5024 0.53
H -2.4437 0.0705 -0.2314 0.17
N 0.4442 1.1608 -0.0919 -0.31
H 4.1632 -2.2496 -0.1039 0.33
H 0.4672 1.9082 0.6867 0.27
N -2.2693 -0.0471 0.6884 -0.60
H 4.4881 -2.5502 1.2961 0.32
H -0.9146 0.1562 2.2805 0.16
H 1.1213 -0.6338 0.7963 0.14
H 0.8259 3.5383 -1.8127 0.31
H -0.6804 0.8339 -2.0178 0.27
H -3.0698 -0.6729 0.9164 0.19
C 0.1540 -0.2543 0.3134 -1.04
H -2.1527 -2.3004 1.6827 0.44
H -0.7052 3.2319 -2.7026 0.29
H 0.7091 2.1963 -3.1320 0.22
C -0.3875 1.6408 -1.2976 -0.42
C -1.1418 -1.9876 1.5501 -1.44
```

=====

B:
A 2-piece molecular cluster, C5H16N2O overall, computed with the ωB97M-V functional and the def2-TZVPD basis.

Properties
LUMO   0.89 eV
HOMO   -0.3187 Ha
SMILES   CC(C)O.NCCN

Structure (XYZ):
```
24
Properties=species:S:1:pos:R:3:mulliken_charge:R:1
C 0.0325 0.0345 -2.5218 -0.63
H -1.6464 1.5988 0.5638 0.32
H 0.9968 -1.8526 -0.4476 0.33
H -1.1293 2.3673 2.0700 0.39
H 1.5725 0.3351 -0.9198 0.20
H -2.1477 0.9188 2.1187 0.32
H 0.6437 1.1865 3.5340 0.39
H -1.1325 -1.4722 -1.7845 0.22
H 0.7193 1.0432 1.0656 0.06
H -1.9648 -0.0907 -2.0457 0.20
N -1.0794 -0.4613 -1.7162 -0.59
H -0.7036 -0.5520 0.1022 0.33
H -0.3995 -0.2459 3.5955 0.34
H 0.0213 -0.3690 -3.5453 0.39
C -0.0887 0.5244 1.6114 0.92
H -0.0195 1.1221 -2.5724 0.34
H 1.2614 -0.3901 3.0143 0.35
C 1.4630 -0.3618 -1.7525 -0.51
C -1.3336 1.4120 1.5903 -1.32
O -0.3456 -0.7233 0.9987 -0.61
H 1.3684 -2.3910 -1.9885 0.23
N 1.5587 -1.6949 -1.2737 -0.55
C 0.3863 0.2555 3.0338 -1.48
H 1.9668 -0.1935 -2.7301 0.36
```

=====

C:
C5H16N2O as an isolated structure, computed with the ωB97M-V functional and the def2-TZVPD basis.

Properties
LUMO   0.48 eV
HOMO   -0.2863 Ha

Structure (XYZ):
```
24
Properties=species:S:1:pos:R:3:mulliken_charge:R:1
H 2.2023 -0.6474 -1.7933 0.24
H 0.2284 -2.0767 -0.2047 0.37
C -1.2704 0.2036 -0.9636 0.83
H -1.7941 1.4868 0.6807 0.25
H -0.2352 2.0387 -1.4114 0.27
N 0.9012 0.5634 0.9438 -0.69
C 1.4926 -0.6954 2.8461 -0.66
H -3.1387 1.2133 -0.4628 0.41
C -2.2843 0.7531 0.0391 -1.38
H 1.0546 -1.3794 3.5726 0.22
H 0.2999 -1.9880 -2.0805 0.34
H 2.2843 -1.2080 2.2862 0.27
H -0.3240 0.0388 -0.2262 -0.48
C 0.6809 -1.6900 -1.1081 -0.43
H -0.1163 0.8327 -2.6970 0.27
H 1.9281 0.1601 3.3771 0.26
H -1.7339 -0.6169 -1.5147 0.35
C -0.7852 1.2616 -1.9470 -1.22
H 1.0924 1.4736 1.3657 0.14
H 1.5744 -0.1118 0.0398 0.47
N 1.7725 -1.0158 -0.9506 -0.41
O 0.4374 -0.2911 1.9996 -0.17
H -1.6144 1.7367 -2.4778 0.40
H -2.6523 -0.0419 0.6871 0.33
```

=====

B (40.0 kcal/mol below the next structure)